[1]
# C4H8O2

A structure of composition C4H8O2 (ωB97M-V/def2-TZVPD, the OMol25 dataset).

Calculated total energy ... -307.5203 Eh
LUMO ... 0.032 hartree
Frontier orbital gap ... 8.87 eV
HOMO ... -8.014 eV

Geometry (Å):
O1 2.48950 -0.37186 0.08474
C1 0.99297 -0.13431 -0.85232
C2 0.20871 0.19995 0.28830
C3 -0.88137 1.21626 0.39600
C4 -1.16301 -0.26545 0.55477
O2 -1.81580 -0.93357 -0.49672
H1 2.64658 -1.32694 0.19718
H2 0.88100 -1.11207 -1.32305
H3 1.36205 0.64050 -1.52171
H4 1.66552 -0.06980 0.80225
H5 -1.27681 1.66571 -0.51508
H6 -0.92619 1.86505 1.27048
H7 -1.42521 -0.64161 1.54717
H8 -2.75795 -0.73187 -0.43200

[2]
# C23H28GeN5O11P2PbSe

A structure of composition C23H28GeN5O11P2PbSe at a distorted geometry (ωB97M-V/def2-TZVPD, the OMol25 dataset).

Calculated total energy ... -7348.8350 Eh
LUMO ... 0.017 hartree
Charge ... -1
Frontier orbital gap ... 5.80 eV
HOMO ... -5.328 eV

Geometry (Å):
Pb1 0.12019 -0.31031 0.89775
O1 -2.12117 0.15960 2.17863
N1 -2.93894 -0.80373 2.26338
N2 -2.71297 -1.81531 1.51894
O2 -1.73473 -1.94150 0.65428
C1 -3.63738 -2.89842 1.61774
C2 -3.59371 -3.89247 0.64831
C3 -4.50160 -4.93799 0.69365
C4 -5.44731 -4.99648 1.70530
C5 -5.47041 -4.01349 2.68552
C6 -4.56855 -2.96451 2.65171
H1 -2.84741 -3.81814 -0.12804
H2 -4.47206 -5.71337 -0.06066
H3 -6.15131 -5.81790 1.74043
H4 -6.19799 -4.07497 3.48433
H5 -4.56835 -2.19349 3.40602
O3 3.45448 -1.80258 1.02968
P1 2.94529 -1.43410 2.51835
O4 3.65566 -2.21202 3.53668
O5 1.41285 -1.47012 2.53900
O6 3.38991 0.15441 2.61666
P2 2.95985 1.28563 1.54432
O7 1.58062 1.80221 2.28909
O8 3.94995 2.37098 1.53122
O9 2.50178 0.62661 0.25397
H6 3.24915 -1.01814 0.46976
H7 1.62752 1.54852 3.22087
O10 2.94523 -4.80113 -4.61997
N3 2.07534 -4.05493 -5.02663
O11 1.70454 -4.03573 -6.18878
C7 1.44331 -3.12378 -4.10186
C8 0.78542 -2.08223 -4.67294
C9 0.16287 -1.07983 -3.89139
C10 -0.53176 0.00287 -4.46280
C11 -1.10380 0.93965 -3.64395
C12 -0.95186 0.79832 -2.25776
N4 -0.30999 -0.20674 -1.71017
C13 0.23836 -1.15207 -2.48685
C14 0.89195 -2.28348 -1.86516
N5 0.86571 -2.35761 -0.52398
C15 1.37802 -3.40262 0.08225
C16 1.99709 -4.44057 -0.61954
C17 2.07312 -4.37499 -1.98559
C18 1.49775 -3.28111 -2.66687
H8 0.75732 -2.00993 -5.75061
H9 -0.60372 0.07603 -5.54089
H10 -1.65475 1.77718 -4.04739
H11 -1.37800 1.52190 -1.57012
H12 1.30108 -3.40736 1.16162
H13 2.42487 -5.27740 -0.08719
H14 2.56643 -5.15537 -2.53739
C19 0.72811 7.03368 0.04318
Ge1 1.05021 5.13105 0.57382
C20 1.83213 5.22827 2.37389
C21 2.22343 4.39102 -0.80753
C22 -0.80208 4.38208 0.42455
Se1 -1.36603 2.61844 1.09244
C23 -1.27123 3.09273 2.96488
H15 1.67281 7.58012 0.06694
H16 0.03570 7.53735 0.71916
H17 0.32651 7.10774 -0.96857
H18 2.58331 6.01858 2.37760
H19 2.33456 4.28914 2.58657
H20 1.09172 5.44613 3.14283
H21 3.12303 5.00233 -0.87292
H22 1.73031 4.37872 -1.78026
H23 2.52707 3.38503 -0.53914
H24 -1.02075 4.36002 -0.64580
H25 -1.48449 5.10234 0.88097
H26 -0.25752 3.41490 3.18272
H27 -1.53004 2.20188 3.52909
H28 -1.98469 3.89044 3.16265

[3]
# C8H14N2O6

The molecule C8H14N2O6 at a distorted geometry (ωB97M-V/def2-TZVPD, the OMol25 dataset).

Calculated total energy ... -874.0976 Eh
LUMO ... 0.001 hartree
SMILES ... N[C@@H](CO)C(=O)N[C@@H](CCC(=O)O)C(=O)O
Frontier orbital gap ... 9.29 eV
HOMO ... -9.268 eV

Geometry (Å):
C1 2.23304 0.55801 0.69936
C2 1.18359 1.54022 0.23228
C3 3.60995 1.24169 0.79462
C4 -0.97656 0.07483 0.43335
C5 -0.88427 -0.79978 1.68319
C6 -0.69743 -0.83872 -0.80016
C7 -1.63351 -0.35390 -1.95412
C8 -2.96771 -0.88444 -1.53308
H1 2.33035 0.03500 -1.38655
H2 2.73026 -1.10589 -0.38348
H3 2.04620 0.05822 1.65481
H4 3.71710 2.26993 0.30803
H5 3.90557 1.50026 1.77898
H6 4.87922 -0.41093 0.66825
H7 -0.59814 2.22293 0.06151
H8 -2.12860 0.35183 0.36522
H9 0.35507 -0.91415 -0.99576
H10 -1.00140 -1.80548 -0.38487
H11 -1.20055 -0.60462 -2.94756
H12 -1.62736 0.79017 -2.13127
H13 -3.24358 -0.65069 -3.30690
H14 -2.49158 -1.10016 1.29544
N1 2.19296 -0.25060 -0.44871
N2 -0.13775 1.37716 0.57452
O1 1.60251 2.63421 -0.24049
O2 4.62531 0.37295 0.07236
O3 0.07848 -0.83384 2.43730
O4 -3.56665 -0.76271 -0.52017
O5 -3.50906 -1.38577 -2.72347
O6 -1.88830 -1.49356 1.87331

[4]
# C18H37MnN2O2P3S

A structure of composition C18H37MnN2O2P3S at a distorted geometry (ωB97M-V/def2-TZVPD, the OMol25 dataset).

Calculated total energy ... -3539.6466 Eh
LUMO (spin up / spin down) ... -0.468 / -0.570 hartree
Charge ... +4
Multiplicity ... 4
Frontier orbital gap (spin up / spin down) ... 7.40 / 4.38 eV
HOMO (spin up / spin down) ... -20.123 / -19.892 eV

Geometry (Å):
P1 3.27476 -0.51067 0.23643
C1 3.60632 -0.57665 1.99875
H1 4.67528 -0.76471 2.15928
H2 3.02288 -1.37960 2.46699
H3 3.33307 0.37661 2.46354
C2 3.26071 -2.13483 -0.52926
H4 3.17890 -2.04671 -1.62318
H5 2.40692 -2.70532 -0.13614
H6 4.19741 -2.65673 -0.27230
C3 4.41972 0.59993 -0.61344
H7 5.42938 0.16651 -0.61418
H8 4.44787 1.56421 -0.08437
H9 4.09186 0.76164 -1.65075
P2 -0.91050 2.99963 -0.57430
C4 -0.91781 3.52541 1.17789
H10 -1.21374 4.57210 1.29838
H11 0.09071 3.37319 1.57830
H12 -1.61428 2.87612 1.71948
C5 0.10512 4.27893 -1.41992
H13 0.10217 4.07525 -2.49808
H14 1.13581 4.16712 -1.05757
H15 -0.24776 5.29879 -1.22723
C6 -2.62816 3.35146 -1.13235
H16 -2.84158 4.42366 -1.21477
H17 -3.32471 2.87809 -0.42917
H18 -2.75941 2.87107 -2.10954
P3 -2.41803 -2.19197 0.30652
C7 -3.03972 -2.12630 1.98384
H19 -3.78219 -2.92253 2.11495
H20 -3.51389 -1.15452 2.16235
H21 -2.22127 -2.26858 2.69870
C8 -3.76170 -2.19971 -0.89904
H22 -4.39803 -3.08136 -0.73013
H23 -3.35876 -2.23068 -1.92167
H24 -4.36605 -1.28903 -0.77061
C9 -1.29249 -3.55100 -0.01931
H25 -1.87846 -4.48132 -0.08236
H26 -0.56672 -3.62438 0.80385
H27 -0.76100 -3.38122 -0.96938
Mn1 0.01523 -0.06387 -1.64240
C10 1.49686 0.21273 -0.20502
O1 1.25314 1.14963 0.57202
C11 -1.38206 -0.59101 -0.18913
O2 -1.74974 0.35242 0.53308
C12 -1.39357 -0.09371 -3.04656
C13 -0.73321 -1.36504 -2.92640
C14 0.68675 -1.42396 -2.86049
C15 1.45846 -0.22694 -2.99224
C16 0.79493 1.03523 -3.12523
C17 -0.61260 1.08410 -3.20454
H28 -2.47445 -0.01117 -2.99834
H29 -1.32174 -2.27725 -2.84595
H30 1.18277 -2.37984 -2.67259
H31 2.54494 -0.25931 -2.95936
H32 1.36739 1.96348 -3.14859
H33 -1.11435 2.04746 -3.33675
N1 -0.03268 0.58340 3.89185
C18 0.16175 -0.74776 3.93063
N2 0.12548 -1.31682 5.16404
S1 0.42132 -1.69223 2.54683
H34 -0.31614 1.09973 4.72965
H35 -0.05953 1.05550 3.00561
H36 0.40799 -2.27966 5.20790
H37 0.31039 -0.73700 5.98176

[5]
# C5H6N2O

The molecule C5H6N2O at a distorted geometry (ωB97M-V/def2-TZVPD, the OMol25 dataset).

Calculated total energy ... -378.7092 Eh
LUMO ... 0.032 hartree
SMILES ... O=C=C[C@H]1CC12NN2
Frontier orbital gap ... 9.47 eV
HOMO ... -8.594 eV

Geometry (Å):
C1 0.41235 -1.83841 0.65452
C2 0.46139 -0.37787 0.65420
C3 -0.18776 -2.60213 1.51303
C4 0.70381 0.52656 -0.53177
C5 -0.67383 0.35725 -0.02732
N1 -1.82046 -0.15019 -0.61806
N2 -1.78712 1.16821 0.08520
O1 -0.73446 -3.22473 2.34368
H1 0.82306 -2.28266 -0.21808
H2 0.82928 0.02671 1.53217
H3 0.98831 1.49042 -0.23053
H4 0.96143 0.38746 -1.59706
H5 -1.80834 0.04425 -1.59789
H6 -2.37118 1.16814 0.95519

[6]
# C4H8S2

The molecule C4H8S2 at a distorted geometry (ωB97M-V/def2-TZVPD, the OMol25 dataset).

Calculated total energy ... -953.5351 Eh
LUMO ... 0.030 hartree
SMILES ... SCC1CSC1
Frontier orbital gap ... 9.50 eV
HOMO ... -8.680 eV

Geometry (Å):
C1 1.01777 0.56866 -0.33615
C2 -0.10240 0.32969 0.59375
C3 -0.88056 -1.08048 0.48698
C4 -1.34699 1.15594 0.22247
H1 3.14368 0.67861 0.76144
H2 0.60432 0.24307 -1.37104
H3 1.08009 1.68038 -0.35379
H4 0.10684 0.47684 1.67464
H5 -0.32916 -1.82047 -0.11882
H6 -1.24126 -1.47890 1.49302
H7 -1.17477 1.91883 -0.57708
H8 -1.85206 1.65252 1.09860
S1 2.74098 -0.27156 -0.13086
S2 -2.27002 -0.30305 -0.39472

[7]
# C14H29BrINO2P

A cluster of 2 separate species, C14H29BrINO2P in total at a distorted geometry (ωB97M-V/def2-TZVPD, the OMol25 dataset).

Calculated total energy ... -3968.9558 Eh
LUMO ... 0.081 hartree
Charge ... -1
Frontier orbital gap ... 3.67 eV
HOMO ... -1.479 eV

Geometry (Å):
C1 5.12519 0.34591 3.04910
C2 5.20838 -1.20574 3.44672
Br1 5.26502 -1.44970 5.43720
C3 4.10059 -2.14714 2.76438
P1 2.33264 -1.43044 2.72951
C4 0.62116 -0.57135 2.61867
C5 0.03203 -0.36874 4.11348
O1 -0.18020 0.77303 4.60757
I1 -0.34621 -2.20390 5.25631
H1 5.71929 0.92095 3.86008
H2 5.68131 0.56435 2.05832
H3 4.07607 0.78999 3.04410
H4 6.23420 -1.58159 3.06717
H5 4.44022 -2.51701 1.71922
H6 4.04829 -3.11132 3.40869
H7 2.53005 -0.85577 4.03155
H8 2.69461 -0.72729 1.50419
H9 1.74108 -2.73462 2.52444
H10 -0.13012 -1.10994 1.92971
H11 0.73480 0.50392 2.20633
C6 -4.10095 0.90470 -1.00385
C7 -3.12758 -0.02228 -1.76098
C8 -3.25472 0.22368 -3.28155
C9 -2.68860 1.55114 -3.77468
C10 -1.55037 2.08687 -2.91031
C11 -0.80995 1.01695 -2.07659
N1 -1.79300 0.32229 -1.24285
O2 -1.22640 -0.65348 -0.42826
C12 0.16702 1.78302 -1.15863
C13 0.02006 0.11234 -3.01080
C14 -3.60041 -1.47447 -1.52767
H12 -4.05813 0.72277 0.07326
H13 -5.13944 0.74255 -1.32347
H14 -3.87051 1.96046 -1.16659
H15 -2.74886 -0.58478 -3.82102
H16 -4.30712 0.15536 -3.58993
H17 -2.34296 1.42362 -4.80714
H18 -3.48492 2.30218 -3.81874
H19 -0.84564 2.63480 -3.54780
H20 -1.96682 2.84010 -2.23124
H21 -0.37640 2.40691 -0.44176
H22 0.81792 2.44437 -1.74385
H23 0.81595 1.10665 -0.59411
H24 0.73471 0.71116 -3.59014
H25 -0.59333 -0.43730 -3.72952
H26 0.60405 -0.62122 -2.44849
H27 -4.62296 -1.61220 -1.90058
H28 -3.61630 -1.73722 -0.46733
H29 -2.96278 -2.19259 -2.05212

| no. | M (g mol⁻¹) |
| --- | --- |
| 1 | 88.11 |
| 2 | 971.22 |
| 3 | 234.21 |
| 4 | 493.43 |
| 5 | 110.12 |
| 6 | 120.24 |
| 7 | 481.17 |